Formula: C34H36ClIN5OSbSe4Ti
Source: OMol25
Level of theory: ωB97M-V/def2-TZVPD

Properties
electronic energy	-13119.62358	hartree
expectation value of S²	2.014
relative energy (zero: lowest compared OMol25 entry of this formula, charge and spin)	72.5	kJ/mol
HOMO energy (alpha / beta)	-6.7 / -6.8	eV
orbital gap (alpha / beta)	0.22754 / 0.20593	Eh

The geometry in ORCA input format:
```
! RIJCOSX wB97M-V def2-TZVPD def2/J DEFGRID3
* xyz 0 3
I -3.86 -4.93 -2.21
Sb -2.38 -0.51 -3.61
Se -1.24 -0.35 -1.32
Se -4.61 0.15 -3.05
Se -1.42 1.45 -4.89
Se -1.76 -2.50 -4.78
Ti 0.13 0.07 0.54
Cl 2.56 0.94 -6.61
O -1.97 -1.13 1.74
N 0.89 -1.47 1.97
N 1.50 1.20 2.08
N 0.15 -4.03 -0.98
N 0.25 2.81 -0.49
N -1.20 1.54 1.51
C 1.75 -0.50 -4.46
C 1.36 3.71 1.47
C -3.84 -0.66 3.11
C -2.36 2.03 1.05
C 2.38 0.65 -4.90
C -2.77 3.16 3.11
C 2.08 0.20 -2.15
C -1.56 2.66 3.58
C -3.18 -1.16 1.85
C 1.01 4.98 -2.07
C -0.80 1.86 2.74
C -1.17 -4.11 -1.12
C 0.52 1.28 3.18
C 1.43 4.87 -0.75
C 0.46 -2.74 2.00
C -0.15 2.92 -1.76
C 1.22 -3.77 2.50
C -1.79 -4.92 -2.05
C 2.19 2.50 1.90
C 2.94 -2.18 2.96
C 1.01 3.79 0.01
C 2.71 1.34 -2.64
C 2.55 0.24 2.45
C 0.37 -5.58 -2.78
C 1.61 -0.72 -3.10
C 2.86 1.58 -4.00
C 2.10 -1.19 2.46
C 0.19 3.99 -2.58
C 0.90 -4.75 -1.80
C -1.00 -5.67 -2.91
C 1.93 -0.02 -0.69
C -4.06 -1.68 0.76
C 2.49 -3.49 2.97
C -3.17 2.84 1.82
H -4.50 0.18 2.86
H -3.38 3.79 3.73
H 2.68 0.58 -0.17
H 1.03 -6.13 -3.44
H 1.97 -4.65 -1.69
H 3.35 2.48 -4.35
H 2.15 -1.08 -0.45
H -0.53 -2.90 1.60
H 3.92 -1.92 3.33
H 1.96 4.58 1.73
H 3.09 2.08 -1.93
H -0.74 2.11 -2.15
H -1.78 -3.47 -0.48
H -4.09 3.22 1.40
H 1.31 5.82 -2.67
H 2.99 2.34 1.18
H -5.06 -1.24 0.79
H 3.13 -4.28 3.35
H 1.36 -1.22 -5.17
H -1.21 2.90 4.57
H -0.17 4.01 -3.60
H -4.48 -1.45 3.52
H 3.37 0.34 1.74
H -2.62 1.73 0.03
H -3.59 -1.50 -0.21
H 0.92 1.86 4.02
H 0.83 -4.78 2.49
H 0.33 0.27 3.55
H -4.16 -2.76 0.89
H -3.10 -0.36 3.84
H 2.66 2.74 2.86
H 1.10 -1.62 -2.77
H 0.45 3.78 2.07
H 2.06 5.64 -0.30
H -1.46 -6.29 -3.67
H 2.96 0.49 3.44
*
```

Here are the Löwdin charges for atoms 1 to 4, given in e: number 1, I, carries 0.8754; number 2, Sb, carries -0.2649; number 3, Se, carries 0.2401; number 4, Se, carries -0.1671

Formula: C34H36ClIN5OSbSe4Ti
Source: OMol25
Level of theory: ωB97M-V/def2-TZVPD

Properties
electronic energy	-13119.65118	hartree
expectation value of S²	2.022
relative energy (zero: lowest compared OMol25 entry of this formula, charge and spin)	0.0	kJ/mol
HOMO energy (alpha / beta)	-7.1 / -6.9	eV
orbital gap (alpha / beta)	0.25272 / 0.21602	Eh

The geometry in ORCA input format:
```
! RIJCOSX wB97M-V def2-TZVPD def2/J DEFGRID3
* xyz 0 3
I 3.85 -0.26 -5.83
Sb 5.06 1.97 -0.57
Se 4.25 4.24 -0.61
Se 5.92 1.02 -2.70
Se 3.20 0.25 -0.03
Se 7.02 1.20 0.61
Ti 0.79 0.31 0.33
Cl -2.91 0.55 6.94
O 0.85 -1.70 -0.23
N 0.49 2.23 1.48
N 0.71 -0.26 -2.89
N -1.87 -2.73 -1.24
N -1.62 0.76 0.19
N 0.43 2.04 -1.19
C -1.81 -3.83 -2.00
C 1.18 4.31 2.39
C -2.17 -2.87 0.05
C -0.34 -0.84 -4.95
C -1.14 3.73 2.34
C -0.81 2.42 -1.51
C -0.83 1.22 5.34
C -2.06 -5.10 -1.52
C -2.40 -5.24 -0.18
C -2.17 -1.63 0.91
C -0.84 -1.19 4.00
C 1.45 3.09 1.79
C 0.87 -0.76 -5.62
C 1.45 2.68 -1.78
C 0.98 -0.42 2.43
C 0.08 -0.21 3.59
C -2.46 -4.11 0.61
C 2.19 -3.00 -1.68
C -0.14 4.64 2.67
C 0.08 0.98 4.31
C -1.75 -0.97 5.02
C -1.06 3.42 -2.43
C -1.76 0.25 5.67
C 1.21 -3.91 0.51
C 1.37 -2.78 -0.45
C 1.88 -0.17 -3.53
C -0.37 -0.59 -3.59
C -1.80 1.45 1.49
C -1.96 1.67 -0.92
C 1.29 3.69 -2.70
C -2.59 -0.37 0.16
C 0.00 4.07 -3.04
C -0.79 2.53 1.75
C 1.99 -0.42 -4.89
H 1.94 0.07 2.62
H -0.83 -2.16 3.51
H -0.81 2.16 5.88
H 2.44 2.36 -1.49
H -1.25 -1.11 -5.48
H 2.75 0.10 -2.93
H 2.79 -3.91 -1.61
H -2.73 -4.19 1.66
H -2.45 -1.74 5.32
H -2.09 3.69 -2.67
H -1.56 -3.67 -3.04
H 2.83 -2.13 -1.85
H 2.46 2.81 1.54
H -0.18 4.86 -3.76
H 0.51 -3.67 1.30
H 1.99 4.99 2.61
H -1.71 0.71 2.28
H -1.29 -0.67 -3.03
H 0.81 1.75 4.08
H -2.41 1.08 -1.72
H 2.16 4.17 -3.11
H -2.18 3.94 2.56
H -2.73 2.38 -0.59
H -2.80 -1.79 1.78
H 2.19 -4.13 0.94
H -0.39 5.58 3.13
H 0.93 -0.95 -6.68
H -1.15 -1.50 1.30
H 0.88 -4.81 -0.02
H -2.82 1.87 1.54
H 1.19 -1.49 2.29
H -2.01 -5.96 -2.18
H -3.54 -0.01 0.55
H -2.74 -0.64 -0.89
H 1.51 -3.09 -2.53
H -2.62 -6.22 0.23
*
```

Here are the Löwdin charges for atoms 1 to 4, given in e: number 1, I, carries 0.8928; number 2, Sb, carries -0.2834; number 3, Se, carries -0.0763; number 4, Se, carries -0.0782

Formula: C34H36CoN5PS2
Source: OMol25
Level of theory: ωB97M-V/def2-TZVPD

Properties
electronic energy	-4110.60728	hartree
expectation value of S²	6.023
relative energy (zero: lowest compared OMol25 entry of this formula, charge and spin)	44.4	kJ/mol
HOMO energy (alpha / beta)	-14.7 / -15.1	eV
orbital gap (alpha / beta)	0.27190 / 0.23972	Eh

The geometry in ORCA input format:
```
! RIJCOSX wB97M-V def2-TZVPD def2/J DEFGRID3
* xyz 3 5
Co -0.75 -0.70 3.42
S -3.85 1.84 1.16
S 1.27 -1.59 4.07
P 0.34 0.38 -5.04
N -0.36 1.16 4.54
N -0.89 3.35 4.50
N -2.15 0.52 2.51
N -0.99 -2.64 2.32
N -1.62 -1.82 4.99
C 1.53 2.12 -3.37
C 2.31 2.08 6.89
C 2.36 3.18 -3.03
C -3.49 1.34 -7.24
C -1.40 2.03 -6.34
C -0.60 -2.00 6.08
C -2.19 -0.20 -5.91
C -1.51 -3.69 3.19
C 1.37 -3.10 -6.91
C 1.14 -1.22 -5.54
C -2.19 1.79 3.08
C -1.20 0.78 -5.78
C 0.20 3.15 5.37
C -2.13 -3.15 4.46
C -3.32 0.11 -6.63
C 0.93 4.04 6.11
C -3.06 2.65 2.44
C 0.35 -2.93 1.78
C 3.07 3.81 -4.03
C 2.01 3.49 6.87
C 2.92 3.44 -5.34
C -1.19 2.11 4.08
C 2.32 -1.56 -4.86
C 1.33 1.80 -4.71
C 0.67 -2.54 5.55
C 3.00 -2.72 -5.20
C 0.49 1.76 5.35
C 2.01 2.48 -5.72
C -3.00 0.45 1.55
C 0.67 -2.02 -6.51
C 1.56 1.21 6.09
C -2.54 2.32 -7.01
C 2.51 -3.51 -6.27
C 1.48 -2.90 2.87
H -1.30 4.22 4.10
H -1.55 -2.52 1.52
H 1.01 -3.63 -7.73
H -0.67 2.81 -6.16
H 3.45 4.03 -6.04
H 0.70 5.10 6.21
H -0.63 -4.31 3.45
H 1.88 2.25 -6.78
H -0.55 -1.04 6.53
H 3.74 4.65 -3.78
H 2.38 -2.66 2.24
H -0.28 -1.79 -7.00
H -2.52 3.24 -7.58
H 0.35 -3.88 1.18
H -3.17 -2.94 4.28
H -1.06 -2.65 6.87
H -2.09 -1.20 -5.40
H 2.32 3.49 -1.99
H 2.59 4.22 7.54
H -2.08 -3.88 5.25
H 1.62 -3.82 3.47
H -2.38 -1.25 5.48
H -4.15 -0.60 -6.70
H -3.30 3.64 2.77
H 3.84 -3.09 -4.56
H 2.74 -0.95 -4.02
H 3.11 1.75 7.55
H 1.80 0.16 6.13
H -4.44 1.64 -7.77
H -2.20 -4.47 2.79
H 2.99 -4.47 -6.53
H 1.49 -2.61 6.29
H 0.58 -2.18 1.04
H 0.52 -3.54 5.17
H 0.94 1.61 -2.64
H -3.14 -0.47 1.00
*
```

Here are the Löwdin charges for atoms 1 to 4, given in e: number 1, Co, carries 0.6279; number 2, S, carries 1.1622; number 3, S, carries 0.9633; number 4, P, carries 1.2657